Computed, not measured: a cluster of 2 separate species, C5H14NO in total, with ωB97M-V/def2-TZVPD.

Computed properties:
Gap between HOMO and LUMO in eV: 7.542
Energy above the lowest of the compared OMol25 structures with the same formula, charge and spin in kJ/mol: 230.8
Lowest unoccupied orbital energy in eV: -5.43
Total charge: +1
Energy in eV: -8941.6155

Atoms and positions in Å:
C  1.060  -1.889  1.227
C  2.801  -0.299  0.539
N  2.411  -1.491  0.810
H  1.174  -2.601  2.049
H  0.555  -2.341  0.374
H  0.541  -0.963  1.596
H  2.097  0.539  0.745
H  3.807  -0.146  0.125
H  3.052  -2.246  0.632
C  -1.656  1.746  -0.078
O  -2.641  2.789  -0.253
C  -1.703  0.801  -1.280
C  -0.705  -0.355  -1.133
H  -0.633  2.196  0.040
H  -1.907  1.142  0.849
H  -2.645  3.297  0.594
H  -2.720  0.408  -1.391
H  -1.489  1.399  -2.185
H  -1.008  -0.963  -0.252
H  -0.721  -1.028  -2.000
H  0.327  0.005  -1.010

natural (NBO) atomic charge list, values in e, 2 entries: -0.43, 0.13